C4H8N2O3 | the ωB97M-V functional and the def2-TZVPD basis

```
17
Properties=species:S:1:pos:R:3:forces:R:3
C 1.542 1.268 0.630 -0.388 -0.277 -0.041
C 1.113 -2.313 -0.783 2.152 1.073 -2.334
O 0.681 0.169 0.349 -1.787 0.948 0.402
N 1.717 -1.355 -1.092 -0.940 -1.989 0.683
H 1.182 1.812 1.506 0.111 0.071 0.020
H 2.520 0.834 0.836 -0.019 0.078 0.019
H 1.612 1.936 -0.232 -0.019 0.022 0.039
H -0.068 -1.992 0.372 -3.783 1.139 1.133
H 0.877 -3.302 -1.131 -0.306 -0.206 0.588
C -0.749 0.551 0.212 1.410 -1.565 -0.631
N -0.928 1.448 -0.870 0.016 0.416 -0.038
C -1.591 -0.669 0.389 0.385 2.661 -0.747
O -1.367 0.749 1.382 -0.512 -1.104 0.196
O -1.161 -1.868 0.614 3.520 -1.354 0.247
H -1.364 1.030 -1.679 0.036 0.081 0.121
H -1.375 2.314 -0.604 -0.117 -0.127 0.046
H -2.641 -0.611 0.100 0.241 0.132 0.297
```
Forces are in eV/Å.

Output
Kohn-Sham gap, eV: 8.9
Multiplicity: 1
Charge: 0
Energy relative to the best compared isomer or geometry (same formula, charge and spin), kcal/mol: 132.1
SMILES: CO[C@]1(N)O[C@@H]1O.C#N